Record 1
This record from the Open Molecules 2025 dataset describes a cluster of 5 separate species, C10H19Cl8N in total at a distorted geometry. The level of theory is the ωB97M-V functional and the def2-TZVPD basis.

The gap between HOMO and LUMO comes out at 11.0 eV. The calculation puts the highest occupied orbital energy at -0.3936 Eh. As for the total charge: 0. The structure (SMILES) is ClCCCl.ClCCCl.ClCCCl.ClCCCl.CC#N. The LUMO energy is 0.329 eV.

Element x y z (Å)
Cl -1.420223 -1.134681 0.395155
C 0.260597 -0.437621 0.307435
C 0.263507 0.807369 1.273765
Cl 0.192727 0.189189 2.977725
H 0.558517 -0.171381 -0.706695
H 0.975827 -1.185671 0.649445
H -0.611683 1.441199 1.130925
H 1.175717 1.388339 1.137995
Cl -4.818463 3.259589 3.024785
C -6.139313 4.363179 3.562935
C -7.461643 4.207249 2.776735
Cl -8.581723 5.371489 3.459785
H -5.725693 5.353499 3.372445
H -6.382353 4.289299 4.622925
H -7.837353 3.201859 2.966775
H -7.449993 4.450289 1.714235
Cl 2.748537 -9.086291 -0.148635
C 2.909927 -7.689181 0.960315
C 3.044527 -6.412571 0.206495
Cl 1.665337 -5.875101 -0.811355
H 3.819817 -7.886631 1.527075
H 2.055047 -7.628941 1.633855
H 3.957827 -6.352661 -0.385435
H 3.303077 -5.586371 0.868805
Cl -2.490913 1.078659 -6.098335
C -1.062143 0.710669 -5.122245
C -0.260543 -0.165791 -6.058065
Cl 1.112717 -0.960081 -5.152155
H -1.460783 0.216829 -4.236075
H -0.542313 1.658189 -4.980515
H 0.218457 0.449699 -6.819525
H -0.729683 -0.966201 -6.630205
C 5.707667 3.634379 1.594135
C 5.961217 2.245829 1.128875
N 6.089707 1.182879 0.677735
H 6.258377 3.841619 2.511665
H 4.636507 3.775139 1.738695
H 6.059187 4.422739 0.928525

Forces on atoms 1 to 2 (eV/Å):
Cl 0.9 0.1 -0.5
C -0.4 1.0 1.2

=====

Record 2
This record from the Open Molecules 2025 dataset describes a structure of composition C5H13N at a distorted geometry. The level of theory is the ωB97M-V functional and the def2-TZVPD basis.

Its spin multiplicity is 2. The gap between HOMO and LUMO (spin up / spin down) comes out at 8.2 / 7.8 eV. The calculation puts the highest occupied orbital energy (spin up / spin down) at -0.5066 / -0.4955 Eh. As for the total charge: +1. The LUMO energy (spin up / spin down) is -5.634 / -5.647 eV.

Element x y z (Å)
C -2.558206 -0.916143 0.221924
N -1.308596 -1.417628 -0.193173
C 1.192473 -0.419834 0.224497
C 1.442973 0.996404 0.224817
C 1.421047 -0.352476 -1.343333
C 0.538694 1.884196 0.977462
H -2.746621 0.127741 -0.167880
H -2.416865 -0.777076 1.318794
H -3.423094 -1.588141 0.213243
H -1.434754 -2.189529 -0.840184
H 1.882487 -1.052522 0.777969
H -0.105923 -0.810351 0.283195
H 2.364345 1.444384 -0.109199
H 2.270453 0.178515 -1.782150
H 0.491614 -0.060862 -1.875250
H 1.597159 -1.410178 -1.610522
H 0.609264 2.934904 0.656262
H 0.601877 2.079126 2.051321
H -0.418328 1.349471 0.972208

Forces on atoms 1 to 2 (eV/Å):
C -0.4 0.8 2.0
N -1.1 -0.3 -0.9

=====

Record 3
This record from the Open Molecules 2025 dataset describes a structure of composition C16H21BN9ORu at a distorted geometry. The level of theory is the ωB97M-V functional and the def2-TZVPD basis.

The gap between HOMO and LUMO (spin up / spin down) comes out at 5.2 / 5.3 eV. The calculation puts the highest occupied orbital energy (spin up / spin down) at -0.0832 / -0.0865 Eh. As for the total charge: -1. The LUMO energy (spin up / spin down) is 2.965 / 2.964 eV.

Element x y z (Å)
Ru -0.502943 -0.497347 0.751257
C 3.557714 -1.099911 1.821831
C 2.313130 -1.687692 1.906209
N 1.446170 -1.000823 1.137851
N 2.105423 -0.004680 0.570987
C 3.393924 -0.031966 0.968925
B 1.394251 0.982746 -0.373821
N 0.243476 1.654010 0.402324
C -0.609913 2.584025 -0.067799
C -1.500909 2.895378 0.933968
C -1.136126 2.099043 2.000481
N -0.074827 1.346672 1.650218
N 0.767295 0.170763 -1.518527
C 0.915875 0.314710 -2.850718
C 0.148686 -0.643656 -3.473628
C -0.449624 -1.348611 -2.449644
N -0.058100 -0.832976 -1.268541
N 2.390384 2.045713 -0.912168
C 3.492484 1.804913 -1.651679
C 4.104817 3.005946 -1.924024
C 3.316158 3.957215 -1.312325
N 2.279744 3.349358 -0.703163
H 4.466154 -1.409805 2.320482
H 2.054032 -2.559509 2.491403
H 4.164913 0.665421 0.673101
H -0.586937 3.005834 -1.064800
H -2.314326 3.606974 0.892361
H -1.615795 2.066510 2.969313
H 1.525374 1.059277 -3.343738
H 0.036842 -0.806939 -4.536922
H -1.129169 -2.182994 -2.557556
H 3.827926 0.826106 -1.971539
H 5.009857 3.167726 -2.494432
H 3.486892 5.025223 -1.310739
C -2.089556 -3.197858 1.118403
C -2.977078 -2.039619 0.658266
C -3.381313 -1.169639 1.850378
C -4.218810 -2.570906 -0.060948
N -2.214678 -1.215321 -0.280116
H -2.622773 -3.843637 1.825567
H -1.184531 -2.835230 1.620076
H -1.774360 -3.822071 0.273996
H -3.956771 -1.749075 2.581462
H -4.003074 -0.322821 1.536764
H -2.503426 -0.764376 2.367410
H -4.821702 -3.196128 0.607537
H -3.948414 -3.181853 -0.930212
H -4.858155 -1.753504 -0.414669
O -1.908211 0.135386 1.541141

Forces on atoms 1 to 2 (eV/Å):
Ru -4.6 -4.5 -2.6
C 0.6 0.0 0.1

=====

Record 4
This record from the Open Molecules 2025 dataset describes a cluster of 4 separate species, C17H25F6O16PS3 in total at a distorted geometry. The level of theory is the ωB97M-V functional and the def2-TZVPD basis.

The gap between HOMO and LUMO comes out at 8.1 eV. The calculation puts the highest occupied orbital energy at -0.3472 Eh. As for the total charge: 0. The structure (SMILES) is CP(O)[C@@]1(CCC(F)(F)F)OC(=O)O[C@H]1CCC(F)=C(F)F.O=S1(=O)OCCO1.O=S1(=O)OCCO1.O=S1(=O)OCCO1. The LUMO energy is -1.362 eV.

Element x y z (Å)
C 1.178030 -0.839692 -4.541502
P 1.910371 0.118447 -3.060618
O 3.524466 0.582596 -3.658283
C 0.980605 1.720557 -2.606027
C -0.023947 2.542491 -3.571993
C 0.033055 2.350373 -5.173257
C -1.330144 1.705682 -5.865081
F -2.580475 1.962431 -5.121248
F -1.505995 2.401524 -7.197476
F -1.270702 0.266539 -6.156289
O 0.087169 1.224644 -1.492127
C 1.128304 0.964966 -0.446269
O 1.278021 -0.112077 0.331296
O 2.070145 2.103289 -0.412210
C 1.788622 2.860900 -1.669386
C 3.247976 3.395131 -2.133841
C 3.415701 3.777944 -3.715766
C 5.020230 3.722260 -4.186676
F 6.060467 4.664693 -3.715831
C 5.422997 2.655516 -5.185310
F 4.742315 2.605727 -6.513932
F 6.443762 1.666806 -4.734083
H 1.158524 -0.287432 -5.565716
H 1.928692 -1.756613 -4.693271
H 0.144729 -1.342497 -4.242830
H 3.538614 0.395372 -4.646814
H -1.114322 2.409488 -3.095807
H 0.216913 3.693895 -3.350246
H 0.068097 3.448631 -5.651145
H 1.041499 1.859142 -5.575887
H 0.955737 3.619972 -1.299196
H 3.459046 4.399623 -1.527093
H 4.062404 2.621434 -1.782854
H 3.011074 4.881021 -3.888664
H 2.812120 2.985011 -4.361769
O -0.853452 -4.884954 3.512203
S -1.167663 -4.586890 2.132508
O -1.548696 -5.599509 1.175522
O 0.062033 -3.718122 1.507216
C -0.431410 -2.464089 1.039129
C -1.645037 -2.152356 1.910709
O -2.293113 -3.406510 2.110398
H -0.719718 -2.581826 -0.010424
H 0.342470 -1.695977 1.119055
H -2.324160 -1.438144 1.439049
H -1.338972 -1.770640 2.890478
O 0.488988 -2.291460 9.583519
S 0.807847 -2.355117 8.174475
O 1.316938 -1.226279 7.430866
O -0.487592 -2.954222 7.386562
C -0.113684 -4.142444 6.691211
C 1.037389 -4.740578 7.495565
O 1.805740 -3.622954 7.935258
H 0.213409 -3.859830 5.685384
H -0.964530 -4.825053 6.617857
H 1.651691 -5.420904 6.900954
H 0.667294 -5.265811 8.382408
O -3.613376 2.186794 3.704840
S -3.787926 1.033147 2.850579
O -2.688654 0.371434 2.187149
O -4.925526 1.391048 1.738972
C -6.000891 0.459289 1.841965
C -6.014651 0.012059 3.301250
O -4.642114 -0.085707 3.674563
H -5.788100 -0.381615 1.174019
H -6.942374 0.929289 1.545345
H -6.520793 -0.946476 3.438376
H -6.485466 0.766615 3.940242

Forces on atoms 1 to 2 (eV/Å):
C 0.2 -1.0 -0.8
P 2.2 -0.8 -0.3

=====

Record 5
This record from the Open Molecules 2025 dataset describes the molecule C2H4N4O at a distorted geometry. The level of theory is the ωB97M-V functional and the def2-TZVPD basis.

The gap between HOMO and LUMO comes out at 9.9 eV. The calculation puts the highest occupied orbital energy at -0.3399 Eh. As for the total charge: 0. The structure (SMILES) is Nc1n[nH]c(O)n1. The LUMO energy is 0.673 eV.

Element x y z (Å)
N 2.175012 0.494872 -0.078474
C 0.930691 -0.159892 -0.078094
N 0.607485 -1.401430 0.291006
N -1.039033 -1.219919 0.394405
C -1.193794 -0.026339 -0.131217
O -2.383557 0.536729 -0.351451
N -0.105348 0.617580 -0.462340
H 2.993597 0.051969 0.314828
H 2.085164 1.458621 0.247299
H -1.920879 -1.644143 0.772532
H -2.149336 1.291956 -0.918489

Forces on atoms 1 to 2 (eV/Å):
N -0.3 -0.7 0.0
C -0.9 -0.2 0.2

=====

Record 6
This record from the Open Molecules 2025 dataset describes a structure of composition C14H32BeO18S4 at a distorted geometry. The level of theory is the ωB97M-V functional and the def2-TZVPD basis.

The gap between HOMO and LUMO comes out at 2.8 eV. The calculation puts the highest occupied orbital energy at 0.0233 Eh. As for the total charge: -2. The LUMO energy is 3.470 eV.

Element x y z (Å)
Be -0.100703 -1.046649 0.563651
C 1.822987 -4.481949 0.885651
O 1.705667 -3.702309 1.849991
O 1.618407 -5.678429 1.025691
O 1.506947 -4.016179 -0.208619
C -3.223283 -3.217239 0.919211
O -3.311423 -4.363489 1.254211
O -2.938693 -2.430919 1.800291
O -2.818263 -2.957429 -0.170759
O -0.051853 -3.652839 -4.726639
S 0.077507 -2.187039 -4.967719
O 0.163837 -1.205069 -3.884249
O 1.345347 -1.854319 -6.014249
C 2.041537 -3.008559 -6.557489
C 3.146567 -2.459499 -7.502469
C -1.205883 -1.489969 -6.044719
H 1.282907 -3.604049 -7.065399
H 2.528437 -3.610799 -5.790469
H 2.891947 -1.647439 -8.183509
H 3.444177 -3.338909 -8.073579
H 3.946537 -2.071669 -6.871809
H -0.996093 -1.830279 -7.058759
H -1.158303 -0.409689 -5.907519
H -2.196093 -1.859329 -5.777939
O -4.259463 3.538781 -1.323909
S -4.036643 2.368521 -0.444539
O -2.733053 1.790431 -0.325589
O -4.820563 2.598821 1.038161
C -5.729693 3.603881 1.166011
C -5.126853 4.976571 1.174231
C -5.097613 1.092351 -1.102109
H -6.188453 3.411091 2.135791
H -6.529143 3.470531 0.437181
H -4.791673 5.385311 0.220981
H -4.377753 4.896991 1.962021
H -5.884623 5.718841 1.425041
H -5.919333 1.686401 -1.502099
H -5.416473 0.491541 -0.250359
H -4.714633 0.483131 -1.920809
O 3.487637 -0.290529 -0.030359
S 4.709037 -0.216509 -0.754779
O 4.937617 0.871581 -1.682449
O 6.024777 -0.271219 0.324231
C 5.927877 -0.904979 1.574281
C 7.304387 -1.396809 2.024191
C 5.172957 -1.824459 -1.444079
H 5.231727 -1.730659 1.426901
H 5.527667 -0.256379 2.353541
H 7.357827 -2.207039 2.751361
H 7.832267 -0.519669 2.398441
H 7.842337 -1.696069 1.124661
H 6.161967 -1.764539 -1.898359
H 4.407207 -2.211639 -2.116259
H 5.219087 -2.479589 -0.574139
O -0.171083 1.477581 3.420881
S -0.389083 2.873991 3.822431
O -0.248993 4.015331 2.860561
O -1.861193 3.007651 4.692951
C -2.327563 1.803601 5.367131
C -3.531103 2.195941 6.253861
C 0.657187 3.144651 5.303971
H -1.565963 1.406991 6.038521
H -2.625553 1.090311 4.598681
H -3.663023 1.267601 6.809611
H -4.453593 2.378741 5.702761
H -3.277493 3.036661 6.899601
H 0.898827 4.193181 5.129891
H 1.498787 2.453961 5.251521
H 0.019237 3.163151 6.187601

Forces on atoms 1 to 2 (eV/Å):
Be 0.0 -0.1 0.0
C -4.5 0.8 1.3